Record 1
Here is a molecular structure, C34H35N7S2Ti from the Open Molecules 2025 dataset. Energies are from ωB97M-V/def2-TZVPD.

```
79
Properties=species:S:1:pos:R:3:forces:R:3:lowdin_charge:R:1
Ti -0.026476 0.251271 0.173090 0.48 -0.96 -0.57 0.970
C -0.649229 0.753668 -2.913337 0.01 0.06 0.21 -0.037
N -0.925332 1.419656 -1.597795 -0.19 0.06 -0.09 -0.232
C -0.568612 2.853777 -1.765623 -0.06 -0.13 -0.01 -0.044
C -2.370381 1.255038 -1.340041 0.14 0.12 -0.16 -0.229
C -3.331511 2.050967 -1.943344 -0.04 -0.02 0.01 -0.011
C -4.677773 1.795496 -1.723533 0.00 -0.01 0.00 -0.046
C -5.055279 0.741010 -0.904113 0.02 -0.01 0.01 -0.040
C -4.095767 -0.053169 -0.295031 -0.17 0.03 0.04 0.000
C -2.748157 0.203237 -0.511832 0.29 -0.33 0.28 -0.222
N -1.718973 -0.504298 0.166944 -0.56 -0.14 -0.25 -0.111
C -1.940379 -1.800139 0.730105 -0.08 0.45 -0.16 -0.300
C -2.532700 -2.829906 0.018449 -0.05 -0.10 -0.04 -0.042
C -2.584507 -4.099707 0.575775 0.01 0.02 0.02 -0.052
C -2.029949 -4.327211 1.827228 -0.01 0.01 0.00 -0.045
C -1.447512 -3.287105 2.543259 -0.05 -0.03 -0.04 0.008
C -1.406467 -2.013404 1.996410 0.05 -0.05 0.22 -0.211
N -0.858305 -0.862531 2.658229 0.01 0.05 -0.11 -0.193
C -1.944812 -0.020799 3.189309 0.06 0.02 0.02 -0.034
C 0.069028 -1.182614 3.744139 -0.01 -0.03 -0.01 -0.061
H -1.284306 1.208963 -3.674010 0.02 -0.01 -0.05 0.109
H 0.395297 0.907493 -3.173969 0.02 -0.04 -0.03 0.081
H -0.865530 -0.307383 -2.838857 -0.02 -0.02 -0.02 0.072
H -1.051459 3.265099 -2.650893 0.00 0.04 0.00 0.097
H -0.867561 3.431047 -0.896294 -0.01 0.01 0.02 0.089
H 0.501740 2.938105 -1.910847 0.05 0.01 -0.02 0.071
H -3.048510 2.865382 -2.595667 -0.03 -0.01 0.00 0.118
H -5.425806 2.414617 -2.198914 0.01 0.00 0.01 0.118
H -6.103316 0.535312 -0.731386 0.01 0.01 0.00 0.121
H -4.387716 -0.861682 0.362235 0.00 0.01 -0.02 0.125
H -2.935321 -2.641138 -0.969051 0.01 0.00 0.00 0.128
H -3.047722 -4.910245 0.029307 0.01 0.01 0.01 0.116
H -2.060989 -5.318127 2.260594 0.00 0.01 -0.01 0.117
H -1.037404 -3.476269 3.525063 0.00 -0.02 -0.01 0.116
H -2.529032 -0.565444 3.937386 -0.01 -0.01 0.01 0.113
H -1.509694 0.860038 3.663020 -0.02 0.00 0.02 0.090
H -2.609595 0.298294 2.388875 -0.01 -0.02 -0.01 0.082
H -0.447391 -1.641886 4.593244 0.01 0.00 0.01 0.103
H 0.850631 -1.852289 3.392571 -0.01 -0.01 -0.02 0.100
H 0.532463 -0.261146 4.092481 -0.01 0.00 0.01 0.086
S 3.243667 0.944546 3.104505 0.33 0.09 0.06 1.097
C 3.662304 -0.545461 2.386361 -0.05 -0.07 0.13 -0.362
C 2.718429 -0.984614 1.503388 -0.02 0.17 -0.16 -0.195
C 1.635019 -0.075268 1.360671 0.11 0.08 0.12 -0.324
C 1.808173 1.023052 2.172397 -0.27 0.13 0.08 -0.576
C 0.797890 2.068131 2.283529 0.13 -0.16 -0.12 -0.286
C 0.840533 3.138840 3.168522 -0.01 -0.01 0.16 0.012
C -0.232308 4.004273 3.231484 -0.01 0.07 0.03 0.000
C -1.338228 3.801020 2.407368 -0.02 0.06 0.05 -0.016
C -1.305645 2.754386 1.522286 0.15 -0.17 -0.08 -0.110
N -0.252355 1.915528 1.435823 0.12 0.43 0.23 0.001
H 4.583410 -1.034189 2.666822 -0.03 0.00 0.03 0.083
H 2.800756 -1.919784 0.967967 0.01 -0.01 0.00 0.094
H 1.696820 3.265731 3.817769 -0.02 0.00 0.00 0.119
H -0.218770 4.832603 3.928229 0.00 -0.01 -0.01 0.131
H -2.203232 4.446808 2.448532 0.01 0.00 0.01 0.126
H -2.132082 2.556092 0.850808 -0.02 -0.01 0.00 0.119
C 1.616525 -4.478865 -2.229225 0.08 0.16 -0.07 -0.005
N 2.279626 -3.199594 -2.498380 0.07 -0.30 0.01 -0.109
C 3.397411 -3.047939 -3.297102 -0.15 -0.06 0.04 0.001
C 3.709571 -1.748394 -3.301365 -0.07 0.09 0.08 -0.001
N 2.770000 -1.090139 -2.492956 0.10 0.33 0.00 0.045
C 1.902228 -2.014953 -1.991025 0.04 0.03 0.01 -0.590
S 0.518289 -1.921579 -1.002059 -0.14 0.15 -0.05 0.854
C 2.852518 0.313090 -2.219017 0.04 -0.45 -0.04 -0.226
C 3.720443 1.078934 -2.990813 0.03 0.04 -0.03 0.024
C 3.952364 2.390131 -2.630868 0.05 0.04 -0.04 -0.006
C 3.321329 2.897252 -1.506371 0.03 -0.01 -0.03 -0.017
C 2.436424 2.074455 -0.848759 -0.06 0.00 0.00 -0.130
N 2.156822 0.807682 -1.205384 -0.18 0.44 0.26 0.100
H 2.083748 -5.227354 -2.861631 -0.02 -0.03 0.02 0.102
H 0.558991 -4.399525 -2.466937 -0.01 -0.01 -0.01 0.089
H 1.733116 -4.749548 -1.182511 0.00 0.02 0.02 0.101
H 3.872608 -3.881977 -3.782877 -0.02 0.01 0.01 0.143
H 4.531523 -1.251520 -3.775249 0.00 0.00 0.01 0.124
H 4.215982 0.670723 -3.855537 -0.01 0.00 -0.01 0.113
H 4.632082 2.997520 -3.213570 -0.01 0.00 0.00 0.131
H 3.493460 3.905608 -1.158479 0.01 -0.01 0.01 0.127
H 1.914903 2.452347 0.020488 -0.03 -0.03 -0.01 0.103
```
Positions in Å, forces in eV/Å.

Relative energy (zero: lowest compared OMol25 entry of this formula, charge and spin), kJ/mol: 42.7
Net charge: +2
Gap between HOMO and LUMO, eV: 6.67
Lowest unoccupied orbital energy, eV: -6.19
E_HOMO, eV: -12.859
Multiplicity: 1



Record 2
Here is a molecular structure, C34H36BClFeO2S from the Open Molecules 2025 dataset. Energies are from ωB97M-V/def2-TZVPD.

```
76
Properties=species:S:1:pos:R:3:forces:R:3:mulliken_spin:R:1
C -1.920816 4.276900 -2.528827 0.09 0.25 -0.34 0.000
C -1.368994 2.926455 -2.790713 0.22 -1.31 0.04 0.006
C -1.412028 2.157574 -3.921044 0.34 0.18 0.32 -0.002
C -0.940431 0.802745 -3.750362 -0.20 -0.90 -0.10 0.020
C -0.702907 0.384618 -2.463224 -1.75 4.97 -0.19 -0.009
B -1.283721 1.086861 2.371889 -0.19 -1.05 -3.14 -0.001
C 0.254773 1.357749 2.595988 0.87 0.15 0.19 -0.001
C 1.335045 1.456204 1.658878 -0.52 0.39 0.32 0.002
C 2.673873 1.559470 2.057541 -0.22 0.19 0.43 0.002
C 2.955515 1.780280 3.399838 -1.33 -0.06 0.36 -0.002
Cl 4.544471 2.071383 3.963359 0.58 0.07 -0.05 0.000
C 1.915786 1.796189 4.330661 0.18 -0.14 -0.14 0.000
C 0.629250 1.458183 3.940774 0.23 0.20 -0.34 0.001
O -2.286734 1.005086 3.272187 -0.50 -0.08 -0.58 0.000
C -3.500476 0.438106 2.593512 0.45 0.41 -0.35 0.000
C -3.673124 -0.913470 3.302663 0.17 0.21 0.24 0.000
C -4.565479 1.511180 2.713288 -0.25 0.33 0.26 0.000
C -3.103858 0.247251 1.032153 0.24 0.09 0.43 -0.001
C -3.412750 -1.200050 0.596587 0.25 -0.59 -0.11 0.000
C -3.835286 1.063186 -0.044755 -0.54 0.30 -0.20 0.000
O -1.703148 0.656473 1.044720 -0.23 0.28 1.61 -0.001
S -0.689632 1.973794 -1.561763 -1.42 -0.17 0.22 0.004
H -2.147817 4.686864 -3.512166 -0.07 0.46 0.11 0.000
H -2.859801 4.239637 -1.948901 0.46 -0.02 -0.14 0.000
H -1.182021 4.904749 -2.010328 -0.37 -0.02 -0.14 0.000
H -1.693420 2.636719 -4.844801 -0.19 -0.43 -0.38 0.000
H -0.702076 0.182364 -4.597928 -0.35 -0.27 -0.26 0.000
H 1.156275 1.592269 0.597967 -0.21 -0.54 -0.01 0.002
H 3.528403 1.511236 1.386083 -0.48 0.18 -0.24 -0.004
H 2.094588 2.096988 5.350849 0.22 -0.31 0.18 0.000
H -0.113669 1.280740 4.695238 -0.30 0.27 0.31 0.000
H -4.489586 -1.554977 2.938195 0.31 0.46 0.16 0.000
H -2.705468 -1.435184 3.153664 -0.65 0.02 0.22 0.000
H -3.817015 -0.750213 4.378331 0.08 0.02 -0.24 0.000
H -5.531404 1.187592 2.310916 0.15 -0.09 0.10 0.000
H -4.727877 1.874895 3.736466 0.16 -0.38 -0.12 0.000
H -4.244855 2.381229 2.117376 -0.11 -0.28 0.25 0.000
H -4.376939 -1.523721 1.035043 0.55 0.26 -0.28 0.000
H -3.578265 -1.240822 -0.492772 0.56 -0.26 0.53 0.000
H -2.633834 -1.912802 0.891265 -0.35 0.07 -0.07 0.000
H -4.852836 1.265399 0.304776 0.16 0.29 -0.29 0.000
H -3.311056 1.970264 -0.366694 -0.21 -0.03 0.52 0.000
H -3.958889 0.452954 -0.959313 0.23 0.51 0.46 0.000
C 4.143731 -2.523063 -1.512324 0.71 -0.75 1.78 0.059
C 3.079086 -2.262515 -0.578676 1.38 -1.32 2.52 0.035
C 3.342316 -1.058766 0.167607 1.62 -1.89 1.46 0.150
C 4.588331 -0.533515 -0.321979 0.91 -1.36 1.51 0.111
C 5.075911 -1.422588 -1.374049 1.35 -0.83 1.67 -0.043
Fe 3.292510 -0.798612 -1.822664 0.66 2.15 -0.10 3.481
C 3.382610 0.523396 -3.289573 -1.20 0.21 -2.34 0.028
C 3.107775 -0.800763 -3.814476 -1.61 1.08 -1.99 0.098
C 1.914616 -1.294530 -3.183967 -1.33 0.91 -2.00 0.042
C 1.446337 -0.350947 -2.204636 -0.54 0.85 -2.24 -0.052
C 0.074614 -0.402521 -1.534964 2.40 -1.40 2.78 0.064
C -0.145623 -1.672255 -0.599730 -0.09 -0.80 -0.41 -0.006
C -0.149942 -1.690470 0.832125 0.54 -0.41 -0.31 0.002
C 0.261668 -2.810540 1.585168 0.13 0.18 -0.35 0.002
C 0.786732 -3.941478 0.950854 -0.67 0.18 -0.68 0.000
C 0.432295 -4.037611 -0.406281 0.67 -0.10 0.24 0.002
C -0.063502 -2.945634 -1.138101 -0.12 -0.81 0.28 -0.010
C 2.341432 0.850481 -2.339904 -1.15 0.17 -0.84 -0.049
H 4.171754 -3.378478 -2.176544 0.17 0.30 0.02 0.010
H 2.271500 -2.910247 -0.360230 -0.27 -0.11 -0.16 0.012
H 2.734932 -0.758566 1.012412 0.15 0.25 -0.35 0.006
H 5.105907 0.322918 0.078831 0.00 0.13 -0.23 0.020
H 5.990661 -1.309855 -1.930084 0.03 0.15 0.00 0.010
H 4.166595 1.150586 -3.722903 -0.32 -0.13 0.64 0.005
H 3.655968 -1.299425 -4.613177 -0.09 0.13 0.43 0.009
H 1.346672 -2.162770 -3.487666 0.39 -0.25 0.27 0.003
H 0.155947 0.292701 -0.695008 0.33 -0.35 0.15 -0.010
H -0.503465 -0.849823 1.393939 0.40 0.11 -0.24 0.000
H 0.205355 -2.818678 2.677816 0.19 0.47 -0.34 0.001
H 1.455627 -4.653070 1.478528 -0.95 0.28 -0.46 -0.001
H 0.763762 -4.887159 -0.992855 -0.29 -0.23 0.12 0.002
H -0.380111 -3.150632 -2.146730 0.40 0.21 -0.47 0.000
H 2.186227 1.842058 -1.907356 0.13 -0.62 0.10 0.001
```
Positions in Å, forces in eV/Å.

Relative energy (zero: lowest compared OMol25 entry of this formula, charge and spin), kJ/mol: 78.3
Gap between HOMO and LUMO (alpha / beta), eV: 5.97 / 8.23
Lowest unoccupied orbital energy (alpha / beta), eV: 0.51 / 0.11
E_HOMO (alpha / beta), eV: -5.463 / -8.119
Multiplicity: 5



Record 3
Here is a molecular structure, C34H36Ge2IN2Pt from the Open Molecules 2025 dataset. Energies are from ωB97M-V/def2-TZVPD.

```
76
Properties=species:S:1:pos:R:3:forces:R:3:mulliken_spin:R:1
Pt -0.896107 -0.340618 0.978627 0.54 -0.96 0.45 0.413
C 0.953275 -0.136591 0.469347 -0.55 0.17 0.15 1.589
Ge 1.840646 0.021844 -1.191616 0.49 0.21 -0.48 -0.185
C 1.579045 1.857974 -1.933792 -0.05 -0.30 0.16 0.012
C 1.209370 2.870330 -1.051674 -0.09 -0.05 0.06 0.053
C 1.032856 4.175955 -1.486805 0.08 0.06 -0.04 0.016
C 1.228346 4.488114 -2.825382 -0.07 0.03 0.01 0.002
C 1.619903 3.496242 -3.714413 0.03 0.01 -0.03 0.001
C 1.804088 2.194394 -3.266716 0.03 -0.04 -0.01 0.003
C 1.313554 -1.273913 -2.599975 -0.10 0.11 0.32 0.057
C 0.417360 -0.929486 -3.608943 0.05 0.12 -0.01 -0.007
C -0.016872 -1.867984 -4.534224 -0.02 -0.09 -0.08 0.005
C 0.430308 -3.179484 -4.456780 -0.01 0.05 0.05 0.005
C 1.303547 -3.545187 -3.441123 0.01 -0.08 -0.05 0.014
C 1.733054 -2.601526 -2.520422 0.09 0.07 0.04 0.004
C 3.820722 -0.049747 -1.040043 -0.32 -0.04 0.02 0.015
C 4.636527 -0.717753 -1.948333 -0.07 -0.01 0.01 -0.003
C 6.020334 -0.663463 -1.837183 0.05 -0.03 -0.03 0.000
C 6.608084 0.073342 -0.819648 0.01 -0.02 -0.03 0.001
C 5.805827 0.752249 0.087998 0.04 0.02 0.05 0.025
C 4.425387 0.688119 -0.023517 -0.04 -0.05 0.06 0.016
H 1.050105 2.615385 -0.009382 -0.01 0.03 -0.01 -0.013
H 0.756524 4.953721 -0.783727 -0.05 -0.03 0.01 0.001
H 1.068469 5.501564 -3.174450 0.05 0.00 -0.01 0.000
H 1.787995 3.740247 -4.757099 -0.01 -0.01 0.00 0.000
H 2.132597 1.430899 -3.964931 -0.04 0.02 -0.03 0.000
H 0.055866 0.091268 -3.674810 -0.03 -0.03 -0.02 0.000
H -0.709372 -1.581648 -5.317037 -0.01 0.02 0.02 0.000
H 0.087614 -3.915925 -5.173139 0.01 0.00 -0.01 0.000
H 1.643705 -4.571420 -3.366985 0.00 0.01 0.02 0.000
H 2.405400 -2.896912 -1.721153 -0.01 -0.05 -0.02 -0.003
H 4.183983 -1.289562 -2.751558 0.04 -0.01 -0.01 0.002
H 6.639865 -1.202251 -2.544976 0.01 0.02 -0.01 0.000
H 7.687300 0.117050 -0.734618 0.00 0.00 0.01 0.000
H 6.259232 1.327487 0.886838 -0.01 0.00 -0.01 0.001
H 3.798312 1.210974 0.692636 0.04 0.00 0.02 0.001
C -7.271360 -0.532904 0.728061 0.29 0.06 -0.05 -0.014
C -5.779372 -0.688050 0.755688 -0.33 -0.07 0.08 0.365
C -5.102182 -1.310182 1.832656 0.25 0.08 -0.09 -0.048
C -3.736483 -1.367580 1.864391 -0.30 -0.10 0.26 0.184
N -2.942017 -0.828153 0.882738 0.37 0.23 -0.05 0.279
C -3.597787 -0.307706 -0.207192 -0.36 0.10 -0.17 0.196
C -4.958775 -0.214864 -0.295246 0.21 0.02 0.05 -0.083
H -7.727825 -1.082947 1.552704 -0.06 0.00 -0.02 0.001
H -7.699783 -0.902244 -0.210921 -0.08 0.00 0.02 0.020
H -7.567293 0.520283 0.825196 -0.12 -0.02 0.01 0.026
H -5.668303 -1.755246 2.644085 0.04 -0.03 0.02 0.013
H -3.210584 -1.855832 2.675223 -0.02 0.02 -0.01 0.017
H -2.966117 0.019216 -1.030302 0.00 -0.08 0.00 -0.007
H -5.407728 0.209757 -1.187958 0.05 -0.01 -0.04 0.028
C 0.314076 -2.569209 5.387855 0.09 0.02 -0.28 0.008
Ge 0.401189 -2.619892 3.400499 0.10 -0.31 -0.07 0.015
C -0.244383 -4.403261 2.799117 0.20 0.27 0.08 0.043
C 2.259337 -2.359042 2.788895 -0.24 -0.02 0.11 0.057
C -0.718169 -1.223073 2.738567 -0.06 0.36 -0.32 0.845
H 0.900688 -3.370077 5.841285 0.01 -0.01 -0.03 0.001
H -0.717483 -2.660586 5.729939 -0.02 0.00 -0.04 -0.002
H 0.707189 -1.612594 5.736367 -0.01 -0.01 0.02 -0.002
H 0.465468 -5.185945 3.074691 0.00 0.00 0.00 0.000
H -0.356828 -4.396195 1.714672 -0.01 0.01 -0.01 -0.003
H -1.212023 -4.636600 3.244193 -0.01 0.04 0.00 -0.002
H 2.873176 -3.256514 2.873142 -0.02 -0.03 0.03 0.000
H 2.718192 -1.557110 3.369702 0.03 0.00 -0.02 -0.001
H 2.216627 -2.034993 1.747839 0.04 -0.01 0.00 0.024
H -1.356241 -0.690118 3.448670 -0.05 -0.10 0.02 -0.017
I 0.594847 2.370021 3.111285 -0.21 -0.04 -0.21 0.020
C -0.922094 3.092258 1.816560 0.01 -0.72 -0.09 -0.007
C -1.223092 4.434753 1.955831 -0.16 0.46 -0.07 0.006
C -2.213857 4.980747 1.153026 0.19 -0.35 0.00 0.000
C -2.846475 4.140977 0.250632 -0.15 0.48 0.03 0.010
C -2.466776 2.818264 0.188624 0.13 -0.60 -0.03 0.028
N -1.517364 2.264679 0.958444 0.12 1.26 0.23 0.012
H -0.686811 5.040717 2.671080 0.01 -0.03 0.03 0.001
H -2.469834 6.028975 1.227443 -0.02 0.02 0.01 -0.001
H -3.628303 4.516104 -0.396124 0.00 -0.09 -0.04 0.002
H -2.952282 2.140447 -0.502316 -0.01 0.03 0.03 -0.040
```
Positions in Å, forces in eV/Å.

Net charge: -1
Gap between HOMO and LUMO (alpha / beta), eV: 3.60 / 7.00
Lowest unoccupied orbital energy (alpha / beta), eV: 2.27 / 2.25
E_HOMO (alpha / beta), eV: -1.334 / -4.751
Multiplicity: 5